Entry 1:
{"formula": "C9H10N4O2", "method": "ωB97M-V/def2-TZVPD", "elements": ["O", "O", "N", "N", "N", "N", "C", "C", "C", "C", "C", "C", "C", "C", "C", "H", "H", "H", "H", "H", "H", "H", "H", "H", "H"], "positions_angstrom": [[2.240, -2.746, -0.116], [4.210, -1.543, -0.135], [0.431, -1.438, -0.113], [0.885, -2.640, -0.150], [1.911, 1.914, 0.233], [4.150, 1.268, -0.046], [-3.507, -0.418, -0.243], [-1.231, 0.194, -0.520], [-2.535, 0.478, -0.645], [-3.155, -1.633, 0.409], [2.866, 0.972, 0.110], [-0.870, -1.110, -0.051], [3.007, -1.626, -0.090], [-1.825, -2.033, 0.421], [2.498, -0.336, -0.128], [4.414, 2.177, 0.277], [-0.493, 0.817, -0.898], [4.776, 0.483, -0.055], [2.007, 2.892, 0.190], [-4.622, -0.113, -0.305], [0.516, -3.477, 0.111], [-3.848, -2.209, 0.778], [-1.613, -2.900, 0.829], [1.072, 1.816, 0.831], [-2.977, 1.345, -0.973]], "mulliken_charge": [-0.25, -0.47, 0.08, -0.15, -0.40, -0.29, -0.21, -0.18, -0.87, -0.84, 0.31, 0.83, 0.54, -0.61, 0.52, 0.29, 0.73, 0.27, 0.23, 0.34, 0.24, 0.55, 0.56, 0.31, 0.46], "homo_lumo_gap_ev": [7.16, 7.16], "molar_mass_g_mol": 206.21, "relative_energy_kj_mol": 337.23, "charge": 2, "homo_ev": [-17.31, -17.31]}



Entry 2:
{"formula": "C9H10N5", "method": "ωB97M-V/def2-TZVPD", "elements": ["N", "N", "N", "N", "N", "C", "C", "C", "C", "C", "C", "C", "C", "C", "H", "H", "H", "H", "H", "H", "H", "H", "H", "H"], "positions_angstrom": [[-3.637, -0.138, -0.211], [0.300, 2.074, 0.216], [2.092, 1.102, -0.779], [-2.934, -0.535, -1.326], [2.626, -1.313, -0.381], [-0.231, 0.615, 0.842], [-1.515, 0.210, 0.212], [2.030, -2.281, 0.298], [0.768, -0.471, 0.574], [-1.689, -0.445, -1.051], [1.312, 2.145, -0.597], [0.798, -1.858, 0.775], [1.869, -0.153, -0.188], [-2.768, 0.253, 0.729], [-0.134, 2.899, 0.520], [0.058, -2.414, 1.275], [3.582, -1.077, -0.566], [-3.229, 0.484, 1.657], [-4.605, -0.188, -0.031], [2.802, 1.232, -1.464], [-0.545, 0.709, 1.946], [1.443, 3.064, -0.999], [-0.970, -0.738, -1.690], [2.578, -3.174, 0.237]], "mulliken_charge": [0.19, -0.15, -0.04, -0.72, -0.11, 0.58, 0.50, -0.66, 0.61, -0.38, -0.17, -1.03, -0.35, -1.15, 0.23, 0.51, 0.26, 0.46, 0.20, 0.24, 0.32, 0.48, 0.68, 0.51], "homo_lumo_gap_ev": 8.61, "molar_mass_g_mol": 188.21, "relative_energy_kj_mol": 0.00, "charge": 1, "smiles": "C1=[NH+][C@@H](c2cn[nH]c2)c2cc[nH]c2N1", "homo_ev": -11.88}



Entry 3:
{"formula": "C9H10NO2S", "method": "ωB97M-V/def2-TZVPD", "elements": ["S", "O", "O", "N", "C", "C", "C", "C", "C", "C", "C", "C", "C", "H", "H", "H", "H", "H", "H", "H", "H", "H", "H"], "positions_angstrom": [[-3.125, -0.216, 0.254], [-3.220, -0.189, 1.677], [-4.133, -0.792, -0.542], [0.843, 0.000, -0.108], [-1.577, -1.143, -0.108], [-1.154, 1.441, -0.576], [1.371, -1.182, -0.568], [-2.591, 1.504, -0.545], [-0.507, 0.308, -0.309], [2.692, -1.479, -0.367], [2.872, 0.552, 1.026], [3.481, -0.544, 0.443], [1.561, 0.829, 0.658], [-3.050, 2.249, 0.199], [0.820, -1.793, -1.243], [1.192, 1.808, 1.178], [-0.575, 2.356, -0.805], [4.484, -0.818, 0.687], [-1.288, -1.702, 0.752], [3.099, -2.365, -0.577], [3.379, 1.328, 1.521], [-2.990, 1.387, -1.541], [-1.585, -1.541, -1.104]], "mulliken_charge": [1.07, -0.60, -0.58, 0.17, -0.99, -0.37, 0.19, -0.77, 0.12, -0.89, -0.86, -0.12, 0.42, 0.40, 0.40, 0.34, 0.43, 0.41, 0.43, 0.50, 0.40, 0.35, 0.54], "homo_lumo_gap_ev": 8.45, "molar_mass_g_mol": 196.25, "relative_energy_kj_mol": 58.81, "charge": 1, "smiles": "O=S1(=O)CC=C([n+]2ccccc2)C1", "homo_ev": -13.63}



Entry 4:
{"formula": "C9H10NO6Os", "method": "ωB97M-V/def2-TZVPD", "elements": ["Os", "O", "O", "O", "O", "O", "O", "N", "C", "C", "C", "C", "C", "C", "C", "C", "C", "H", "H", "H", "H", "H", "H", "H", "H", "H", "H"], "positions_angstrom": [[1.779, 0.939, -1.195], [2.428, 0.781, 2.570], [-0.935, 1.320, -2.280], [3.298, 3.120, -2.528], [2.710, -1.672, -2.297], [0.265, -0.500, 0.200], [0.978, 1.016, -7.217], [-1.205, -1.198, 1.805], [0.622, 0.619, -6.165], [-1.007, -2.575, 1.405], [2.815, 2.256, -1.862], [-2.135, -0.818, 2.825], [2.485, -0.634, -1.765], [-1.053, 1.183, 1.441], [2.166, 0.967, 1.474], [-0.584, -0.185, 1.056], [0.294, 1.183, -2.153], [-2.965, -0.209, 2.465], [-1.267, -2.756, 0.361], [-0.522, 1.931, 0.842], [-2.135, 1.286, 1.257], [0.708, 0.581, -3.327], [-0.850, 1.397, 2.501], [-1.700, -3.161, 2.061], [0.013, -2.902, 1.623], [-2.544, -1.719, 3.280], [-1.657, -0.253, 3.624]], "lowdin_spin": [1.28, 0.01, 0.69, 0.08, 0.13, 0.16, 0.00, 0.51, 0.03, 0.08, 0.08, 0.09, 0.13, 0.00, 0.08, 0.03, 0.25, 0.04, 0.03, 0.01, 0.00, 0.21, 0.00, 0.00, 0.04, 0.00, 0.04], "homo_lumo_gap_ev": [7.02, 4.57], "multiplicity": 5, "molar_mass_g_mol": 418.41, "relative_energy_kj_mol": 236.68, "charge": 3, "homo_ev": [-21.00, -20.99]}



Entry 5:
{"formula": "C9H10NS2", "method": "ωB97M-V/def2-TZVPD", "elements": ["S", "S", "N", "C", "C", "C", "C", "C", "C", "C", "C", "C", "H", "H", "H", "H", "H", "H", "H", "H", "H", "H"], "positions_angstrom": [[3.377, -0.493, 1.225], [1.632, 1.584, -1.546], [-0.151, 0.611, 0.336], [1.293, 0.856, 0.156], [1.670, -1.579, -0.544], [-0.898, 1.311, 1.245], [2.118, -0.443, 0.270], [-2.794, 0.079, 0.646], [-0.675, -0.477, -0.429], [-2.026, -0.680, -0.216], [-2.243, 1.151, 1.346], [0.359, -1.298, -1.263], [1.701, -2.551, 0.010], [1.626, 2.775, -0.817], [-2.519, -1.420, -0.797], [0.537, -0.531, -2.098], [-0.151, -2.063, -1.801], [2.352, -1.796, -1.355], [1.712, 1.377, 1.028], [-2.709, 1.793, 2.031], [-0.480, 2.225, 1.751], [-3.732, -0.430, 0.821]], "mulliken_charge": [-0.18, -0.10, 0.32, -0.84, -0.48, 0.20, -0.06, -0.23, 1.03, -0.70, -0.69, -1.29, 0.41, 0.20, 0.42, 0.28, 0.50, 0.31, 0.75, 0.43, 0.32, 0.39], "homo_lumo_gap_ev": 7.71, "molar_mass_g_mol": 196.32, "relative_energy_kj_mol": 0.00, "charge": 1, "smiles": "S=C1CCc2cccc[n+]2[C@@H]1S", "homo_ev": -12.41}



Entry 6:
{"formula": "C9H11BrIN", "method": "ωB97M-V/def2-TZVPD", "elements": ["I", "Br", "N", "C", "C", "C", "C", "C", "C", "C", "C", "C", "H", "H", "H", "H", "H", "H", "H", "H", "H", "H", "H"], "positions_angstrom": [[-2.508, -1.830, -1.048], [-3.770, 0.413, 1.071], [3.631, -0.775, -0.986], [0.873, -0.467, 2.242], [0.205, -0.008, -0.488], [-0.931, 0.403, 0.502], [2.400, -0.616, -1.152], [-2.640, 1.120, -1.393], [1.481, -0.218, -0.112], [1.972, -0.105, 1.330], [-0.409, -0.279, 1.798], [-2.404, 0.208, -0.180], [2.393, 0.980, 1.298], [-0.730, 1.424, 0.873], [4.191, -1.088, -1.759], [0.970, -0.877, 3.149], [-3.625, 1.082, -1.790], [0.156, -0.139, -1.534], [-2.099, 0.913, -2.318], [1.768, -0.963, -2.165], [2.820, -0.705, 1.282], [-2.598, 2.096, -1.017], [-1.147, -0.569, 2.397]], "mulliken_charge": [0.11, -0.03, -0.61, -0.63, -0.83, 0.52, -0.09, -1.37, 0.41, -0.68, -0.80, 0.01, 0.25, 0.33, 0.24, 0.53, 0.49, 0.25, 0.34, 0.19, 0.41, 0.44, 0.50], "homo_lumo_gap_ev": 9.23, "molar_mass_g_mol": 340.00, "relative_energy_kj_mol": 0.00, "homo_ev": -9.19}